1.
Below is a 3-piece molecular cluster, C3H13N2O3 overall at a distorted geometry, with properties calculated with wB97M-V/def2-TZVPD.

```
! RIJCOSX wB97M-V def2-TZVPD def2/J DEFGRID3
* xyz 1 1
O -0.5128 -0.6919 2.4201
C -0.9450 -0.2910 1.3398
N -2.0542 0.4424 1.4406
C -0.5681 -0.8832 -0.0272
N 0.8184 -1.3322 -0.0293
C 1.5568 -1.0054 -1.4306
H -2.4382 0.5442 2.3707
H -2.6603 0.8230 0.7828
H -1.3655 -1.7255 -0.3505
H -0.8836 0.0012 -0.7861
H 0.8642 -2.2904 0.2563
H 1.5425 -0.8799 0.6648
H 0.9724 -0.4293 -2.1010
H 2.0407 -1.9924 -1.6985
H 2.1838 -0.1587 -1.0599
H -1.7245 2.7367 -2.0047
H -2.7653 1.8042 -2.5219
O -1.9733 1.8447 -1.9877
H 3.4116 1.2202 1.4854
H 1.9369 1.4079 1.8931
O 2.5634 0.8553 1.3439
*
```

Properties
* frontier orbital gap: 10.8 eV
* energy relative to the best compared isomer or geometry (same formula, charge and spin): 55.7 kcal/mol
* HOMO energy: -13.76 eV

---

2.
Below is one molecule with the formula C3H5NS4 at a distorted geometry, with properties calculated with wB97M-V/def2-TZVPD.

```
! RIJCOSX wB97M-V def2-TZVPD def2/J DEFGRID3
* xyz 0 1
S 0.7495 2.7062 0.3632
C 0.6085 1.0750 0.3163
C 1.3343 0.2107 -0.6856
S 2.8764 -0.4270 -0.1005
S -0.1501 0.3541 1.6814
C -1.1004 -0.9686 0.8769
N -2.0399 -0.8320 0.0609
S -2.7357 0.7282 -0.3071
H 1.4877 0.7469 -1.6479
H 0.6971 -0.6590 -0.9452
H 2.3950 -1.3526 0.7559
H -0.7573 -1.9809 1.0806
H -3.3652 0.3989 -1.4489
*
```

Properties
* frontier orbital gap: 8.0 eV
* SMILES string: S=C(CS)S/C=N\S
* energy relative to the best compared isomer or geometry (same formula, charge and spin): 32.1 kcal/mol
* HOMO energy: -8.82 eV